Record 1
{"formula": "C3H6N", "method": "ωB97M-V/def2-TZVPD", "species": ["C", "C", "C", "N", "H", "H", "H", "H", "H", "H"], "coordinates": [[0.11034, -0.44860, -1.48839], [0.43153, -0.35734, -2.69872], [-0.21358, -0.70826, 0.80157], [0.09075, 0.65641, 1.25813], [0.42019, -1.46279, 1.00289], [-1.34282, -0.81315, 0.68181], [0.15352, 0.04796, -3.58492], [1.08167, 0.94597, 1.68279], [-0.63337, 0.95857, 1.94929], [-0.09823, 1.18122, 0.39555]], "e_tot_ev": -4682.703, "e_above_lowest_kcal_mol": 58.1, "max_force_ev_per_a": 4.4, "s_squared": 2.008, "homo_ev": [-12.43, -15.46], "spin_multiplicity": 3, "total_charge": 1}

=====

Record 2
{"formula": "C3H6N2", "method": "ωB97M-V/def2-TZVPD", "species": ["C", "C", "C", "N", "N", "H", "H", "H", "H", "H", "H"], "coordinates": [[-1.64248, -0.50939, -0.10798], [-0.84145, 0.53158, -0.26196], [2.28617, 1.02286, -0.02774], [2.10954, -1.32824, -0.12223], [2.25280, -0.13811, 0.03885], [-1.65515, -1.23936, -0.80260], [-2.18714, -0.71954, 0.74001], [-0.80015, 1.17294, 0.59893], [-0.26691, 0.59806, -1.06613], [2.89825, 1.81411, -0.35542], [2.43784, -1.88625, 0.65489]], "e_tot_ev": -6183.808, "e_above_lowest_kcal_mol": 109.2, "max_force_ev_per_a": 5.0, "homo_ev": -8.88, "spin_multiplicity": 1}

=====

Record 3
{"formula": "C3H6N2", "method": "ωB97M-V/def2-TZVPD", "species": ["C", "C", "C", "N", "N", "H", "H", "H", "H", "H", "H"], "coordinates": [[1.02206, 0.14101, -0.90148], [0.32058, 1.24407, -0.07899], [0.18615, -0.35150, 0.30320], [-1.59575, -1.56948, 1.07292], [-1.06854, -0.79806, 0.11978], [0.71501, 0.21290, -1.94834], [2.10698, -0.08202, -0.83214], [0.75659, 1.74693, 0.80953], [-0.57090, 1.70322, -0.63855], [0.72201, -0.47359, 1.16273], [-2.59419, -1.77349, 0.93134]], "e_tot_ev": -6185.008, "e_above_lowest_kcal_mol": 81.6, "max_force_ev_per_a": 6.9, "smiles": "[H]/N=N/C1CC1", "homo_ev": -9.10, "spin_multiplicity": 1}

=====

Record 4
{"formula": "C3H6N2O", "method": "ωB97M-V/def2-TZVPD", "species": ["C", "N", "C", "N", "C", "O", "H", "H", "H", "H", "H", "H"], "coordinates": [[1.53956, 0.13137, -0.17089], [0.67783, -0.87320, 0.07752], [-1.29568, -0.33601, 0.18996], [-1.93835, -1.23069, 0.74449], [-1.20471, 0.87987, -0.45685], [-0.34891, 1.76850, -0.06713], [1.92574, 0.19050, -1.19246], [2.22717, 0.45181, 0.61664], [0.71452, 1.24694, -0.14124], [0.66303, -1.00311, 1.09289], [-1.41850, -2.11025, 0.80767], [-1.54172, 0.88428, -1.50059]], "e_tot_ev": -8231.577, "e_above_lowest_kcal_mol": 118.1, "max_force_ev_per_a": 0.6, "homo_ev": [-8.68, -8.68], "spin_multiplicity": 1}

=====

Record 5
{"formula": "C3H6N2O", "method": "ωB97M-V/def2-TZVPD", "species": ["C", "N", "C", "N", "C", "O", "H", "H", "H", "H", "H", "H"], "coordinates": [[-0.46369, 1.00479, 1.21219], [-0.65155, 0.51599, -0.01601], [0.12106, 0.08365, -1.00024], [1.51634, 0.07045, -0.91699], [-0.89971, -0.86937, -0.51767], [-0.65425, -1.86069, 0.38027], [0.47002, 1.51926, 1.42048], [-1.34059, 1.21867, 1.80958], [-0.12829, -1.43621, 1.08498], [1.96282, -0.15252, -1.79930], [1.87846, 0.95423, -0.57369], [-1.81062, -1.04826, -1.08360]], "e_tot_ev": -8231.994, "e_above_lowest_kcal_mol": 108.5, "max_force_ev_per_a": 0.5, "homo_ev": [-7.11, -7.12], "spin_multiplicity": 1}

=====

Record 6
{"formula": "C3H6N2O", "method": "ωB97M-V/def2-TZVPD", "species": ["O", "N", "C", "C", "N", "C", "H", "H", "H", "H", "H", "H"], "coordinates": [[2.13804, -0.68635, 1.06275], [1.56079, 0.49654, 0.60055], [0.45941, 0.24652, 0.03546], [-0.64816, 1.13845, -0.46174], [-1.56963, 0.02110, -0.13491], [-0.44789, -0.94757, -0.09079], [2.89366, -0.37029, 1.57340], [-0.56662, 1.34962, -1.53866], [-0.81876, 2.07258, 0.08184], [-2.26678, -0.17380, -0.84403], [-0.28262, -1.49610, -1.03089], [-0.45144, -1.65069, 0.74702]], "e_tot_ev": -8233.111, "e_above_lowest_kcal_mol": 82.7, "max_force_ev_per_a": 0.7, "smiles": "ON=C1CNC1", "homo_ev": -9.23, "spin_multiplicity": 1}